ORCA calculation (ωB97M-V/def2-TZVPD) on a cluster of 2 separate species, C6H17N2O2 in total at a distorted geometry.

* HOMO: -11.81 eV
* spin multiplicity: 1
* orbital gap: 9.0 eV
* net charge: +1

The geometry in XYZ format:
```
27
Properties=species:S:1:pos:R:3:nbo_charge:R:1
C 1.13 1.56 3.67 -0.600
C 0.74 1.42 2.21 -0.403
C -0.66 0.82 2.08 -0.423
C -1.21 0.82 0.65 -0.214
C -0.98 -0.16 -1.62 -0.492
C 0.42 -1.71 -2.65 0.853
N 0.15 -1.65 -3.99 -0.824
N -0.45 -0.10 -0.25 -0.518
O 1.56 -1.12 -2.22 -0.718
O 0.11 -2.84 -1.98 -0.681
H 2.13 1.97 3.76 0.225
H 1.11 0.60 4.17 0.209
H 0.44 2.23 4.19 0.213
H 0.76 2.40 1.73 0.206
H 1.48 0.78 1.71 0.184
H -0.67 -0.20 2.47 0.207
H -1.35 1.41 2.69 0.237
H -2.25 0.50 0.65 0.223
H -1.16 1.83 0.23 0.220
H -1.98 -0.57 -1.65 0.193
H -0.85 0.76 -2.15 0.199
H 0.48 -0.83 -4.47 0.419
H -0.75 -1.99 -4.31 0.405
H 0.53 0.20 -0.30 0.437
H -0.46 -1.04 0.15 0.427
H 2.33 -1.71 -2.33 0.510
H -0.57 -3.36 -2.41 0.505
```

---

ORCA calculation (ωB97M-V/def2-TZVPD) on a cluster of 14 separate species, C16H60N8O14 in total at a distorted geometry.

* HOMO: -8.62 eV
* spin multiplicity: 1
* orbital gap: 8.2 eV
* net charge: 0

The geometry in XYZ format:
```
98
Properties=species:S:1:pos:R:3:mulliken_charge:R:1
C -0.36 -0.06 -0.81 1.542
C 0.45 -0.36 0.43 2.098
O 1.70 -0.81 0.03 0.472
H -1.40 0.20 -0.62 -1.169
H -0.44 -1.01 -1.36 0.233
H 0.14 0.59 -1.50 -0.586
H 0.01 -1.15 1.08 0.207
H 0.58 0.51 1.07 -2.087
H 1.60 -1.78 -0.16 -0.336
C 1.47 -1.99 3.37 -0.270
C 1.09 -1.73 4.81 -0.080
O 2.15 -1.15 5.55 -0.617
H 2.40 -2.58 3.28 0.398
H 1.71 -1.08 2.78 -0.246
H 0.71 -2.61 2.92 0.098
H 0.71 -2.55 5.36 0.499
H 0.19 -1.06 4.78 -0.181
H 2.68 -0.53 5.02 0.349
C 1.89 2.53 2.79 -0.011
O 1.83 1.36 3.51 -0.472
N 2.65 2.72 1.77 -0.205
N 0.98 3.47 2.90 -0.313
H 3.17 1.82 1.44 0.323
H 2.78 3.60 1.20 0.236
H 0.13 3.19 3.44 0.287
H 0.77 4.37 2.43 0.285
C -3.87 -0.95 -2.13 0.372
O -4.27 -2.26 -2.22 -0.817
N -4.51 -0.09 -1.42 -0.190
N -2.89 -0.52 -2.82 -0.068
H -5.29 -0.43 -0.89 0.277
H -4.21 0.91 -1.40 0.195
H -2.41 -1.25 -3.43 -0.097
H -2.51 0.40 -2.82 0.015
C 4.95 0.42 0.86 0.384
O 6.02 0.53 1.73 -0.789
N 3.74 0.33 1.30 0.074
N 5.15 0.50 -0.45 -0.172
H 3.71 0.00 2.28 0.150
H 2.93 -0.14 0.72 0.021
H 6.09 0.55 -0.87 0.232
H 4.38 0.60 -1.14 0.166
C -0.60 -2.36 -4.12 0.719
O -0.10 -3.59 -4.10 -0.747
N 0.05 -1.30 -3.72 0.201
N -1.76 -2.12 -4.59 -0.327
H 1.01 -1.40 -3.31 -0.217
H -0.26 -0.30 -3.73 0.305
H -2.41 -2.87 -4.79 0.266
H -1.88 -1.22 -5.06 0.380
C -4.09 1.72 1.29 0.486
O -4.37 3.06 0.96 -0.551
H -3.63 1.61 2.26 0.173
H -3.39 1.31 0.55 -0.766
H -5.04 1.10 1.26 0.289
H -4.39 3.49 1.86 0.370
C 2.76 -2.68 -2.43 -0.748
O 2.67 -1.45 -2.99 -0.752
H 3.25 -2.68 -1.45 0.266
H 3.36 -3.31 -3.02 0.447
H 1.82 -3.13 -2.21 0.117
H 3.52 -1.08 -3.07 0.320
C -1.28 1.15 3.63 -0.597
O -1.40 2.51 3.59 -0.546
H -0.48 0.76 3.05 -0.311
H -2.20 0.61 3.48 0.568
H -0.91 1.01 4.64 0.537
H -2.13 2.73 4.23 0.314
C -3.19 -1.64 1.29 0.237
O -3.13 -3.04 1.16 -0.555
H -2.31 -1.30 1.78 -0.140
H -4.10 -1.34 1.83 0.402
H -3.13 -1.22 0.32 -0.110
H -3.93 -3.35 0.67 0.338
C -1.13 2.97 0.64 -0.092
O 0.16 3.10 0.11 -0.590
H -1.82 3.19 -0.14 0.527
H -1.37 3.66 1.47 0.326
H -1.32 1.94 0.99 -0.416
H 0.79 2.76 0.76 0.112
C -1.11 2.50 -3.46 -0.629
O -0.99 1.22 -3.98 -0.545
H -0.15 3.06 -3.57 0.248
H -1.27 2.42 -2.39 0.078
H -1.89 3.13 -3.88 0.376
H -1.51 1.10 -4.81 0.229
C 2.46 1.87 -2.12 -0.096
O 3.70 1.52 -2.66 -0.647
H 2.12 1.10 -1.44 -0.657
H 1.70 2.12 -2.87 0.648
H 2.58 2.70 -1.44 0.201
H 3.49 1.20 -3.55 0.350
C -0.16 -3.90 -0.21 -0.207
O 1.10 -3.68 0.41 -0.544
H -0.82 -3.04 -0.08 -0.189
H -0.62 -4.74 0.30 0.468
H 0.02 -4.12 -1.28 0.155
H 1.16 -4.29 1.13 0.325
```

---

ORCA calculation (ωB97M-V/def2-TZVPD) on a cluster of 7 separate species, C17H41F3NO17S4 in total at a distorted geometry.

* HOMO: -2.00 eV
* spin multiplicity: 1
* orbital gap: 3.9 eV
* net charge: -1

The geometry in XYZ format:
```
83
Properties=species:S:1:pos:R:3:mulliken_charge:R:1
N 0.58 0.88 0.10 0.661
H 1.00 1.03 -0.83 0.455
H 1.02 1.62 0.68 0.309
H 0.67 -0.03 0.52 0.225
H -0.41 1.15 0.03 -0.105
C 0.11 3.74 1.29 0.301
O 1.30 3.28 1.56 -0.828
O -0.90 2.93 1.06 -0.578
O -0.08 5.00 1.08 -0.867
O -0.56 3.69 -2.54 -0.720
S 0.86 3.54 -2.42 1.403
O 1.42 2.33 -1.86 -0.792
O 1.42 3.77 -3.90 -0.294
C 1.12 2.69 -4.80 0.095
C 1.89 2.96 -6.08 -1.349
C 1.58 4.95 -1.57 -0.789
H 0.08 2.82 -5.09 0.244
H 1.31 1.66 -4.50 0.201
H 1.52 3.86 -6.59 0.317
H 1.76 2.14 -6.79 0.348
H 2.97 3.08 -6.00 0.350
H 2.66 4.98 -1.71 0.303
H 1.38 4.87 -0.50 0.218
H 1.12 5.81 -2.03 0.320
O 1.18 -1.11 -1.82 -0.586
S 0.26 -1.80 -2.66 1.321
O -1.16 -1.66 -2.52 -0.702
O 0.63 -1.41 -4.17 -0.208
C -0.11 -2.01 -5.24 -0.155
C 0.38 -1.50 -6.56 -1.247
C 0.65 -3.57 -2.62 -1.257
H -1.14 -1.67 -5.10 0.299
H -0.10 -3.10 -5.22 0.270
H 1.46 -1.63 -6.67 0.326
H 0.09 -0.45 -6.67 0.230
H -0.10 -1.93 -7.44 0.410
H 0.45 -3.89 -1.60 0.382
H 1.70 -3.75 -2.86 0.328
H -0.03 -4.14 -3.25 0.498
O -2.44 0.28 -0.17 -0.576
S -3.59 1.05 0.15 1.212
O -3.84 2.37 -0.35 -0.687
O -4.87 0.12 -0.22 -0.228
C -6.18 0.62 -0.06 -0.037
C -7.11 -0.38 -0.67 -1.350
C -3.82 1.20 1.96 -0.906
H -6.29 1.59 -0.56 0.291
H -6.43 0.80 0.99 0.259
H -6.85 -0.69 -1.67 0.322
H -8.14 -0.02 -0.69 0.388
H -7.10 -1.31 -0.09 0.300
H -4.70 1.80 2.18 0.444
H -2.89 1.60 2.36 0.130
H -3.91 0.17 2.31 0.309
O 0.35 -1.01 2.12 -0.543
S -0.44 -0.76 3.29 0.754
O -1.87 -0.82 3.35 -0.598
O 0.17 -1.67 4.49 -0.110
C -0.58 -1.83 5.69 -0.188
C 0.35 -2.37 6.77 -1.233
C 0.15 0.83 3.89 -0.876
H -1.40 -2.54 5.54 0.240
H -0.96 -0.87 6.03 0.383
H -0.15 -2.51 7.72 0.415
H 1.13 -1.62 6.87 0.249
H 0.77 -3.32 6.44 0.286
H -0.02 0.94 4.96 0.503
H -0.48 1.58 3.39 0.176
H 1.21 0.94 3.68 0.311
C 3.72 -2.71 4.85 -1.282
C 3.57 -1.76 3.64 0.655
O 3.84 -2.52 2.48 -0.245
C 3.57 -1.98 1.30 0.372
O 3.09 -0.90 1.14 -0.485
C 3.96 -2.89 0.14 0.897
F 4.45 -4.05 0.56 -0.278
F 2.95 -3.08 -0.70 -0.184
F 4.94 -2.29 -0.55 -0.280
H 3.18 -2.25 5.68 0.267
H 4.77 -2.91 5.05 0.399
H 3.27 -3.66 4.59 0.301
H 4.13 -0.83 3.76 0.348
H 2.51 -1.48 3.65 -0.463
```

---

The following relative energy (zero: lowest compared OMol25 entry of this formula, charge and spin) values (in kJ/mol) correspond, in order, to the records above: 233.4 1017.2 97.0.